The following is a quantum chemistry calculation of C37H53BrF3N3O7P2S2Sn as an isolated structure at a distorted geometry, from OMol25.

Last column: Mulliken charge in e.
Atoms and positions in Å:
Sn (0.65674, 0.67915, 0.09574)  1.670
Br (1.23814, -3.81567, 5.73177)  -0.143
S (3.28735, 1.31573, 2.11834)  0.995
S (2.54710, -0.48008, -0.89189)  -0.162
P (-0.94423, -2.08223, -0.39714)  -0.663
P (-1.13467, 2.03385, 1.40061)  0.362
F (3.78962, 3.87713, 2.58757)  -0.250
F (4.71513, 3.06378, 0.83626)  -0.156
F (5.43517, 2.49698, 2.81554)  -0.222
O (-0.04490, -3.30782, -0.73845)  0.935
O (4.08474, 0.29208, 1.56045)  -0.528
O (-2.14097, -2.62067, 0.54347)  -0.481
O (2.07819, 1.73533, 1.29697)  -1.146
O (0.03623, -1.20056, 0.50310)  0.599
O (-1.57461, -1.29846, -1.48472)  -0.735
O (2.88470, 1.26963, 3.50833)  -0.747
N (0.06903, 1.99585, -1.44373)  0.779
N (2.73888, -2.47809, 2.12973)  -0.024
N (4.50086, 1.51875, -1.50856)  -0.637
C (0.81958, -3.38126, -2.95712)  -1.090
C (-3.36730, -3.05747, 2.53830)  -1.689
C (0.29207, 4.33234, 1.56578)  -1.149
C (-1.99420, -4.92324, 1.52957)  -1.660
C (-4.79918, 4.98890, -0.80253)  -1.578
C (2.68719, 2.66061, -3.78937)  -1.038
C (-1.10421, 2.72944, -1.25963)  0.159
C (-1.78208, 0.21789, 3.40577)  -1.518
C (2.10238, 3.95964, -1.71356)  -0.989
C (0.74824, -5.33301, -1.43181)  -1.532
C (-3.24433, 0.33131, 1.38138)  -1.801
C (1.84675, 2.82511, -2.69733)  0.793
C (0.71910, 2.01192, -2.68828)  -0.860
C (-2.09529, -3.43307, 1.83656)  2.234
C (2.31587, -2.58034, 3.41561)  -0.107
C (3.70719, 0.71172, -1.23249)  0.277
C (3.30769, 1.92856, -6.04077)  -1.493
C (-1.45297, -4.46092, -2.38324)  -1.381
C (-3.02429, 3.42331, 0.05087)  0.051
C (-1.89712, 2.63117, -0.06953)  -0.486
C (2.82662, -3.61518, 1.40554)  -0.603
C (-0.81912, -3.14183, 2.63934)  -0.918
C (2.37402, 1.86113, -4.89502)  0.804
C (1.99502, -3.79449, 3.96428)  -0.471
C (-1.51380, 3.62202, -2.22007)  -0.479
C (2.08228, -4.97768, 3.21505)  -0.136
C (1.21369, 1.14621, -4.89361)  -1.108
C (0.11965, 3.04905, 3.77516)  -1.844
C (4.34875, 2.72849, 2.06661)  0.494
C (2.44875, -4.86793, 1.86214)  -0.478
C (-2.39409, 1.14740, 2.34465)  1.167
C (-0.98177, 0.49167, -3.82342)  -1.132
C (-2.74583, 4.28062, -2.11469)  -0.956
C (-0.01015, -4.11356, -1.98082)  1.442
C (-3.50375, 4.23509, -0.95331)  0.214
C (0.35579, 1.21090, -3.78940)  1.399
C (-0.55640, 3.43698, 2.45162)  0.499
H (-0.61699, 2.57812, 4.38567)  0.476
H (1.21636, -4.13295, -3.73832)  0.392
H (4.11778, 1.21933, -5.99602)  0.259
H (-1.44685, 0.65713, -4.80467)  0.515
H (-1.09373, -5.08542, 0.97632)  0.036
H (-3.09157, 4.93905, -2.93312)  0.315
H (0.97652, 2.38525, 3.58035)  0.420
H (1.87669, -5.94703, 3.73360)  0.374
H (-4.25168, -3.46595, 2.06412)  0.434
H (-1.60438, -4.99322, -3.33730)  0.407
H (2.52916, -5.78819, 1.27167)  0.473
H (-3.61491, 3.40500, 0.96924)  0.312
H (-1.89218, -5.43307, 2.43886)  0.518
H (1.69977, -2.95821, -2.44407)  0.234
H (-3.55477, -1.99399, 2.67449)  0.095
H (0.47381, 3.95261, 4.31682)  0.436
H (-2.06081, -3.54461, -2.52376)  0.254
H (-4.12024, -0.09752, 1.92736)  0.492
H (0.95991, -5.97121, -2.33184)  0.470
H (0.32314, -6.04693, -0.73364)  0.333
H (2.19820, -1.64149, 3.94873)  0.552
H (-0.91657, 3.72200, -3.13817)  0.513
H (-0.38566, 4.88134, 0.82730)  0.171
H (-4.92625, 5.34276, 0.24540)  0.352
H (-1.51926, 3.95552, 2.63740)  0.722
H (-3.34664, -3.61723, 3.49037)  0.359
H (3.28859, -3.56714, 0.47793)  0.570
H (0.80325, 0.63750, -5.79465)  0.316
H (-0.98952, -0.37183, 3.03859)  0.203
H (-2.85963, -5.28657, 0.90590)  0.345
H (-1.66420, 0.89450, -3.03277)  -0.035
H (-0.81944, -2.13973, 3.03676)  -0.228
H (-3.06866, 1.97099, 2.76222)  0.707
H (-2.66445, -0.31197, 3.86482)  0.486
H (-5.70676, 4.31084, -0.98641)  0.274
H (3.59239, 3.20181, -3.86979)  0.444
H (2.25828, 3.62788, -0.65173)  -0.153
H (1.30017, 4.70292, -1.74711)  0.230
H (0.27558, -2.57803, -3.47331)  0.106
H (-2.58761, -0.46260, 1.12381)  0.526
H (1.00628, 3.72095, 0.94169)  -0.030
H (-3.59392, 0.86725, 0.52731)  0.283
H (-4.81722, 5.81475, -1.50499)  0.394
H (-0.71642, -3.73144, 3.53365)  0.888
H (-0.91791, -0.54340, -3.61006)  0.054
H (1.69847, -5.01473, -1.00078)  0.196
H (2.94410, 4.47132, -2.00063)  0.642
H (2.72274, 1.81140, -6.98708)  0.376
H (-1.96695, -5.19264, -1.69583)  0.268
H (-1.34177, 0.76404, 4.24722)  0.289
H (0.08730, -3.22054, 2.03137)  -0.495
H (0.82188, 5.08433, 2.12936)  0.560
H (3.73938, 2.94285, -6.14793)  0.383

Output
F_max = 3.477 eV/Å
energy above the lowest of the compared OMol25 structures with the same formula, charge and spin = 1.7 kcal/mol
highest occupied orbital energy = -8.11 eV
M = 1033.54 g mol⁻¹
energy = -6699.7660 Eh